{"formula": "C4H5N3", "method": "the ωB97M-V functional and the def2-TZVPD basis", "symbols": ["N", "C", "C", "C", "N", "C", "N", "H", "H", "H", "H", "H"], "xyz": [[-3.07138, -0.13772, 0.18001], [-2.01700, 0.28779, -0.04606], [-0.65603, 0.73011, -0.25892], [0.98250, 0.10468, 1.55034], [1.58326, -0.57764, 0.63000], [1.31189, -0.60236, -0.63665], [0.09534, -0.14687, -1.08779], [-0.56542, 1.78699, -0.51759], [0.03857, 0.81052, 0.88886], [0.69494, -0.49610, 2.42460], [1.99396, -1.05128, -1.35076], [-0.39064, -0.70814, -1.77603]], "lowdin_charge": [0.134, -0.216, -0.225, -0.008, -0.013, -0.187, 0.005, 0.128, 0.058, 0.063, 0.123, 0.139], "lumo_ev": -0.1, "charge": 0}

***

{"formula": "C18H34CrIN6O2S", "method": "the ωB97M-V functional and the def2-TZVPD basis", "symbols": ["Cr", "C", "C", "O", "N", "C", "C", "C", "C", "C", "C", "N", "H", "H", "H", "H", "H", "H", "H", "H", "H", "H", "C", "N", "C", "C", "O", "N", "C", "C", "H", "H", "H", "H", "H", "H", "H", "H", "H", "H", "H", "H", "I", "C", "N", "C", "C", "S", "N", "C", "C", "H", "H", "H", "H", "H", "H", "H", "H", "H", "H", "H", "H"], "xyz": [[0.44340, -1.21225, -0.15070], [-0.71542, -1.28894, 4.08244], [-0.27163, -1.94173, 2.81091], [0.22997, -1.28921, 1.89100], [-0.43756, -3.26786, 2.70423], [-0.06485, -3.97071, 1.48393], [-1.08421, -3.76720, 0.38726], [-2.16043, -4.63115, 0.28901], [-3.10851, -4.43932, -0.70214], [-2.91605, -3.39163, -1.58677], [-1.81887, -2.57211, -1.42549], [-0.91359, -2.72141, -0.44282], [-0.01692, -0.50150, 4.35393], [-0.80035, -2.00379, 4.89839], [-1.69016, -0.82735, 3.91190], [-0.94323, -3.76841, 3.41559], [0.03097, -5.02794, 1.71751], [0.90978, -3.60027, 1.16305], [-2.24758, -5.45457, 0.98599], [-3.96143, -5.09819, -0.79237], [-3.60632, -3.20307, -2.39630], [-1.63933, -1.76469, -2.12017], [5.54733, 0.01118, -0.24362], [4.15426, -0.41413, -0.24688], [3.93785, -1.81249, 0.08885], [3.09083, 0.41637, -0.24056], [2.00462, 0.04743, 0.26844], [3.18719, 1.67387, -0.73969], [3.91635, 2.00746, -1.95860], [2.02082, 2.52402, -0.52911], [6.08282, -0.57327, 0.50384], [5.63170, 1.05981, 0.02864], [6.02038, -0.15988, -1.21313], [4.78343, -2.38942, -0.27853], [3.03771, -2.18343, -0.39843], [3.84228, -1.95982, 1.16903], [4.77049, 1.36552, -2.12431], [4.26661, 3.03649, -1.88575], [3.25612, 1.91371, -2.82534], [1.67382, 2.41835, 0.49464], [1.20389, 2.25612, -1.20691], [2.31174, 3.55788, -0.71046], [1.11647, -0.93679, -2.68875], [-1.03581, 2.85622, 1.65731], [-1.63230, 2.94018, 0.33468], [-1.61502, 4.27034, -0.25287], [-2.17463, 1.87911, -0.29208], [-1.86882, 0.28138, 0.18031], [-2.98384, 2.15629, -1.35088], [-4.02271, 3.17822, -1.22597], [-3.29522, 1.10535, -2.30756], [-1.70527, 3.29620, 2.40236], [-0.10010, 3.41582, 1.66962], [-0.83637, 1.82234, 1.91389], [-0.60861, 4.68060, -0.15629], [-2.30518, 4.94887, 0.25459], [-1.86649, 4.21991, -1.30788], [-3.94984, 3.68247, -0.26591], [-5.00215, 2.69839, -1.27992], [-3.95660, 3.91818, -2.02515], [-2.38495, 0.58626, -2.59952], [-3.72706, 1.56825, -3.19426], [-4.00341, 0.37994, -1.89622]], "lowdin_charge": [0.228, 0.039, -0.475, -0.090, 0.107, -0.087, -0.230, -0.004, -0.022, -0.021, -0.177, -0.035, 0.100, 0.088, 0.103, 0.155, 0.137, 0.123, 0.123, 0.121, 0.120, 0.031, -0.039, -0.111, -0.040, -0.543, -0.173, -0.117, -0.039, -0.044, 0.094, 0.097, 0.094, 0.099, 0.040, 0.102, 0.070, 0.096, 0.087, 0.080, 0.087, 0.095, 0.326, -0.059, -0.190, -0.047, -0.708, 0.733, -0.214, -0.050, -0.087, 0.100, 0.084, 0.040, 0.093, 0.099, 0.088, 0.084, 0.099, 0.098, 0.065, 0.096, 0.085], "spin_multiplicity": 5, "lumo_ev": [-2.3, -2.4], "charge": 1}

***

Going through the records in order, we get largest force on an atom values of 1.10 1.33 eV Å⁻¹.